# C23H48NO10S3

A structure of composition C23H48NO10S3 (ωB97M-V with the def2-TZVPD basis set, the OMol25 dataset).

Output
Multiplicity: 1
Kohn-Sham gap: 0.2908 Ha
Charge: -1
Electronic energy: -2906.84657 Eh

Positions of all 85 atoms, in Å:
S -1.10868 1.37319 0.96624
S 1.53455 -1.11745 -1.14616
S 0.55922 1.33946 -0.35874
O 2.60287 -0.75526 -2.03197
O -0.64490 5.15364 5.98523
O 1.69949 1.41384 0.51903
O 0.35472 2.44759 -1.25447
O -3.99797 4.42704 8.90260
O 1.87612 -1.67120 0.13583
O 1.60001 -3.28320 -6.43535
O 4.15039 -5.41580 -9.55201
O -2.69888 1.47672 3.87655
O 0.75340 -2.26041 -1.95765
N 0.35290 -0.04264 -1.09118
C 4.32332 -7.45494 -10.72568
C 2.66465 -3.62543 -7.32138
C 3.95446 -3.41326 -6.54136
C -0.37892 -2.85222 -1.31292
C -3.89248 6.64620 9.69955
C 2.10310 -3.15784 -5.09599
C -3.76946 1.51281 5.98057
C -3.06566 6.54376 8.41912
C -0.21003 5.08057 3.66221
C 3.50846 -3.74146 -5.11805
C -2.42414 1.39384 5.27408
C -1.54390 -2.99608 -2.31170
C -4.09779 1.34708 3.64469
C -1.30460 5.06124 4.71666
C -4.76873 5.40352 9.59609
C 0.93898 4.40024 4.40120
C 5.43469 -5.44457 -10.17089
C -2.84175 5.04219 8.31684
C -4.70409 0.86661 4.95870
C 0.76068 4.94521 5.81251
C -1.34378 -2.16006 -3.57567
C 3.50754 -6.68115 -9.69712
C 5.72781 -6.90940 -10.47316
H 5.40321 -4.84923 -11.09019
H 0.80085 3.31757 4.39025
H 6.16007 -4.99215 -9.49316
H -0.06265 -3.82558 -0.93217
H 2.59649 -3.00352 -8.21551
H -5.74782 1.15870 5.07163
H 2.47368 -6.51531 -10.00208
H -3.64513 6.89989 7.56442
H -3.24170 6.57871 10.57433
H 4.76640 -4.04097 -6.90861
H -1.95350 4.73514 8.87787
H 4.14293 -3.31129 -4.34495
H -0.53501 -2.56671 -4.18004
H 1.28196 5.90067 5.94232
H -4.50602 2.32224 3.35469
H -1.65621 -4.05055 -2.57494
H 2.56304 -4.67169 -7.62615
H -1.72713 2.18882 5.54496
H -4.25294 0.65184 2.81806
H -2.13106 7.10073 8.45173
H -2.46249 -2.67003 -1.81839
H -2.25045 -2.17323 -4.18648
H 2.11904 -2.10240 -4.81166
H -0.67182 -2.24091 -0.45897
H -4.03259 2.56316 6.12590
H -2.72962 4.69613 7.29246
H -5.05762 4.99954 10.56828
H 1.10601 4.25574 6.58474
H -1.94520 0.43182 5.48724
H 3.47583 -4.82482 -4.97437
H -1.12214 -1.12369 -3.32185
H -5.68163 5.61391 9.02623
H 1.43371 -3.67953 -4.41281
H 4.24242 -8.53379 -10.59896
H 3.99682 -7.20303 -11.73697
H -0.51045 4.56128 2.75356
H 3.50316 -7.19365 -8.72878
H 0.05606 6.10782 3.40237
H -4.64291 -0.22179 5.02812
H -2.00974 5.88974 4.62488
H -3.77731 1.02491 6.95436
H -4.47372 7.56474 9.77626
H 1.91845 4.61909 3.97979
H 6.40662 -7.03661 -11.31561
H -1.86632 4.12224 4.67446
H -1.80450 0.39859 0.37124
H 6.16956 -7.39563 -9.60087
H 4.26977 -2.36928 -6.60286

# C23H49Br20N2O4PS

A cluster of 11 separate species, C23H49Br20N2O4PS in total in a non-equilibrium geometry (ωB97M-V with the def2-TZVPD basis set, the OMol25 dataset).

Output
Multiplicity: 1
Kohn-Sham gap: 0.3325 Ha
Charge: 0
Electronic energy: -53535.97349 Eh

Positions of all 100 atoms, in Å:
Br -5.35135 -9.95302 8.26511
Br -1.17020 -1.77090 2.72520
Br -4.91746 3.59293 -9.74704
Br 7.03683 3.80165 -3.54470
Br -1.30721 0.75543 -6.60603
Br -3.71833 3.52014 -6.25489
Br 2.02455 -5.01529 3.59042
Br 0.09773 0.06971 -0.21468
Br -3.31357 2.93599 3.57619
Br -2.11443 2.86321 7.06834
Br 3.08715 0.77298 -4.70364
Br -3.50975 0.28906 -3.67862
Br -0.07059 3.74026 1.47407
Br -2.83138 -7.23935 2.37978
Br -6.55048 -9.88024 4.77296
Br 0.82542 -4.94250 0.09827
Br 1.41106 6.80484 2.90635
Br 8.65893 0.53787 -4.14043
Br -1.63225 -7.31214 5.87194
Br 4.91472 -1.12000 -7.29497
S 6.41349 5.75511 0.51723
P 5.55700 8.48048 0.29988
O 5.04701 4.72028 0.24176
O 6.35594 7.14066 -0.47388
O 6.26434 6.12790 2.04182
O 5.03476 9.50923 -1.05024
N 4.03199 8.01549 1.09847
N 3.55248 3.45656 -2.85026
C -1.71154 -0.03716 0.50673
C 3.43759 -1.67797 -6.14952
C -6.77671 -11.25068 6.14262
C -1.56472 0.40761 -3.77157
C -1.69918 -0.03163 2.01743
C -5.14369 2.22248 -8.37738
C 1.00008 3.97312 3.08798
C -3.05760 -8.60980 3.74945
C -1.12787 1.43724 -4.78717
C -3.77569 2.18349 6.30412
C 3.45354 3.81257 -1.51104
C -5.37959 2.84042 -7.01911
C 0.36329 -5.69501 2.82620
C -3.53979 1.56555 4.94585
C 4.34937 5.11988 -1.00760
C -3.29351 -7.99185 5.10772
C 6.76554 0.98213 -3.98883
C 0.59919 -6.31295 1.46793
C -7.01261 -10.63274 7.50089
C 6.45901 2.30390 -4.65318
C 2.53444 2.97037 -0.43305
C 2.43513 -0.56247 -5.96747
C 0.63941 5.25388 3.80351
H 1.51029 -0.94332 -5.52569
H -4.48212 3.01785 6.28490
H -1.70083 2.36689 -4.73723
H 3.68718 6.04878 -0.73073
H -4.12749 1.43051 7.01460
H -5.73139 2.08744 -6.30864
H 2.04914 3.92593 2.78420
H 4.58979 8.84683 -1.68090
H -4.25733 1.58379 -8.41597
H 2.19972 -0.03437 -6.89551
H -7.64961 -11.82804 5.82496
H -1.19431 -0.59852 -3.98621
H 6.51790 0.96335 -2.92423
H -3.64530 -8.74483 5.81819
H 0.76706 3.10484 3.71088
H 6.94246 2.42314 -5.62664
H -0.34314 -4.86064 2.80698
H 4.14784 8.34297 2.10447
H -0.06411 1.66429 -4.67279
H 1.54825 3.55555 -0.18637
H 0.01149 -6.44799 3.53668
H 3.87609 -2.02542 -5.21035
H -7.36440 -11.38572 8.21136
H 2.35773 1.90569 -0.90829
H -1.25003 0.69996 -2.76607
H -2.17124 -9.24848 3.71086
H -2.17284 -0.93139 0.07942
H -6.08602 3.67479 -7.03833
H -6.01659 1.64512 -8.69504
H 2.94441 2.61988 -3.05065
H 6.24120 0.16603 -4.49406
H -0.43834 5.42678 3.86776
H 3.20774 8.50098 0.67836
H -3.93051 -9.18715 3.43179
H -5.89035 -11.88937 6.10403
H -2.22323 0.84970 0.12221
H 1.48555 -6.95164 1.42934
H 5.09642 5.35425 -1.89932
H -0.27371 -6.89031 1.15027
H 5.37984 2.43638 -4.76878
H -1.01472 0.70702 2.44345
H -7.71904 -9.79838 7.48167
H -4.41269 0.98819 4.62819
H 1.06650 5.26684 4.80996
H 2.98092 -2.52577 -6.66808
H -2.70472 0.14071 2.41075
H -3.99993 -7.15749 5.08850
H -2.65343 0.92686 4.90726
H 3.12945 2.85077 0.58584

# C23H49ClN7O6P2

A cluster of 3 separate species, C23H49ClN7O6P2 in total in a non-equilibrium geometry (ωB97M-V with the def2-TZVPD basis set, the OMol25 dataset).

Output
Multiplicity: 1
Kohn-Sham gap: 0.1482 Ha
Charge: +1
Electronic energy: -2882.85834 Eh

Positions of all 88 atoms, in Å:
Cl 2.22524 0.87917 -1.28638
P -3.82653 -3.91677 4.79602
P -0.06821 3.65417 -5.64535
O 5.78782 -1.16542 2.94964
O 6.00783 -2.68951 1.26494
O -2.77813 -2.89182 5.24066
O 3.38288 3.19862 0.22242
O 4.36182 2.98866 2.19220
O -1.40598 3.13670 -6.17403
N -3.31439 -4.01235 3.16348
N 0.82420 2.23825 -6.09729
N 0.28665 -0.59817 1.96872
N -5.18383 -2.90618 5.15160
N 0.03710 5.01515 -6.67247
N 1.41152 4.23940 -4.89545
N -4.97914 -5.17646 4.39800
C -5.08270 -2.21376 6.44236
C 0.14044 0.98166 -5.77285
C 0.30590 4.97528 -8.09798
C 0.81508 0.10211 3.04655
C -0.88578 6.09587 -6.31994
C -5.65415 -5.43755 3.14370
C 5.31224 -2.14957 2.09088
C -5.82603 -2.01498 4.20569
C 1.52518 2.06373 -7.35546
C 1.76742 0.68344 0.40868
C 6.59073 -0.18357 2.25761
C 5.17257 1.87944 2.65506
C -3.49686 -2.98068 2.17000
C 1.76118 3.59310 -3.63771
C -2.05617 -4.73480 2.97824
C 2.51103 4.97227 -5.48697
C 3.81877 -2.63482 2.18852
C 3.41460 2.60219 1.26540
C 5.64966 0.88985 1.53239
C 0.74080 -0.33525 0.69774
C 1.83756 1.14588 2.88208
C -5.63135 -5.80359 5.54515
C 2.35821 1.48062 1.52370
H 2.41632 2.72744 -3.80165
H 2.25842 4.28684 -2.95381
H -4.95412 -5.75267 2.36787
H -5.12168 -1.29101 3.77694
H -0.44929 -1.30938 2.08852
H 6.10741 2.34052 3.09256
H 3.31706 5.13017 -4.76421
H 1.96429 1.06449 -7.42564
H -0.38558 1.06008 -4.81848
H 3.85487 -3.70742 2.52045
H 3.30634 -2.56022 1.18610
H -1.87733 5.71421 -6.05520
H 7.36188 -0.61747 1.57374
H -2.90998 -2.07481 2.40514
H -4.54545 -2.70750 2.06018
H 2.20532 5.97210 -5.79927
H 0.46402 5.98350 -8.48870
H -4.97975 -5.76975 6.42148
H -1.02022 6.81706 -7.12694
H -0.49322 6.64586 -5.45701
H -1.59701 -4.54355 2.00595
H -0.59074 0.70071 -6.54018
H 7.15723 0.37096 3.06569
H -4.62287 -2.85760 7.19444
H -6.56858 -5.29618 5.79781
H 0.86054 3.24566 -3.12381
H 2.19201 1.68028 3.79292
H -6.07533 -1.95368 6.81760
H 1.23978 4.45653 -8.31362
H 6.28730 1.35526 0.73634
H 2.95666 4.46049 -6.34183
H 0.86266 0.16703 -5.66716
H -5.84140 -6.85954 5.35761
H -6.62531 -1.44350 4.68468
H -1.31862 -4.47188 3.74580
H 0.86068 2.18715 -8.21849
H 4.82441 0.30906 1.03279
H -4.48603 -1.29608 6.37105
H 0.40115 -0.18447 4.04909
H 2.37287 2.74267 -7.44839
H 3.21114 -2.03694 2.92356
H -6.22039 -4.58007 2.77592
H -0.50766 4.49924 -8.66210
H -6.36572 -6.26187 3.24090
H 4.70892 1.30445 3.51483
H -3.21229 -3.34061 1.17729
H 0.28202 -0.90349 -0.15394
H -2.23928 -5.81235 3.04128
H -6.32257 -2.55998 3.40240

# C23H49IrN4OP3

A structure of composition C23H49IrN4OP3 in a non-equilibrium geometry (ωB97M-V with the def2-TZVPD basis set, the OMol25 dataset).

Output
Multiplicity: 6
Kohn-Sham gap (spin up / spin down): 0.2443 / 0.1330 Ha
ΔE to the lowest compared entry with this formula, charge and spin: 1.434 eV
Charge: +4
<S²>: 8.77
Electronic energy: -2326.55715 Eh

Positions of all 81 atoms, in Å:
Ir 0.13305 -0.86590 1.67545
P 0.52553 0.15030 -4.75277
P -1.62007 -1.61800 2.55209
P -0.75530 1.12007 0.99580
O 0.76747 -1.30574 -2.39558
N 3.80184 0.80370 2.48087
N 4.23646 -1.60029 2.18383
N 4.22690 -0.06665 0.22800
N 2.09871 -0.58643 1.37464
C 0.51604 -3.68094 -1.99589
C 0.34858 2.31643 0.12105
C -0.86985 -4.08103 0.20575
C -1.29878 0.16796 -4.46584
C -1.40805 -4.31001 -3.46145
C 2.36755 0.59796 2.25997
C -1.41900 -2.17406 -2.25518
C 2.79755 -0.30757 0.02994
C -0.18524 -4.60018 -2.95795
C 2.79270 -1.80752 1.95210
C -2.05322 -3.11749 -3.08972
C -3.33939 -1.08886 2.29823
C 4.38350 -0.40661 3.07892
C -1.26646 2.07831 2.48507
C 1.39610 -1.52232 -4.89718
C 1.05290 1.66624 -3.83517
C 0.40776 -4.16981 -0.49284
C -2.18502 1.16468 -0.12761
C 4.85869 -1.26020 0.87984
C -1.55295 -3.39349 2.42888
C -1.10743 -1.17735 4.24557
C 4.43025 1.05699 1.14756
C -0.04355 -2.33037 -2.13497
H -1.60374 -0.33600 -3.55104
H -3.99660 -1.66113 2.97183
H -1.91593 -4.99422 -4.11755
H 1.57953 2.37273 -4.53686
H 1.84946 -1.86801 -3.96226
H -2.16627 -3.94587 3.15013
H -1.98913 -3.56621 1.42791
H -3.42576 -0.01731 2.52634
H -1.84564 0.95711 -1.14545
H -0.40283 2.21838 3.14969
H 0.62398 -0.73612 -3.27536
H 5.50570 1.23658 1.29856
H -3.63405 -1.27007 1.25599
H -1.96680 -1.31324 -1.84199
H -1.68064 1.18933 -4.45802
H 0.58206 -5.26741 -0.50633
H -0.49969 -3.70629 2.45253
H 5.44955 -0.24997 3.29598
H 0.27196 -5.56138 -3.17868
H 1.87707 0.43739 3.22316
H 1.76465 1.43487 -3.01586
H -1.62266 3.07687 2.18803
H -0.05928 -1.48136 4.36694
H 2.70968 -2.60530 1.20922
H 3.98734 1.95656 0.71114
H -2.95284 0.44884 0.16250
H 1.27114 -3.74599 0.03831
H 3.86704 -0.62089 4.01814
H -1.74738 -1.68955 4.96117
H -2.63237 2.16059 -0.12700
H 2.35405 0.58834 -0.41788
H -0.18097 2.78950 -0.71201
H 1.22849 1.82152 -0.29546
H 2.64923 -1.18426 -0.61422
H -1.79862 -0.35637 -5.29229
H 5.93200 -1.06627 1.02066
H 2.00395 1.50731 1.76762
H 0.19496 2.27136 -3.46764
H -2.06108 1.57030 3.04676
H 1.58397 -3.66026 -2.24680
H 2.31554 -2.06681 2.90672
H -1.76332 -3.64926 -0.26887
H 0.66605 3.12323 0.79058
H 0.64017 -2.24257 -5.19193
H -1.17160 -0.09286 4.36053
H 4.72469 -2.11803 0.21700
H -3.06069 -2.93831 -3.45920
H 2.16929 -1.37317 -5.64863
H -1.05438 -5.00283 0.76133

# C23H49N2O15

A cluster of 6 separate species, C23H49N2O15 in total in a non-equilibrium geometry (ωB97M-V with the def2-TZVPD basis set, the OMol25 dataset).

Output
Multiplicity: 1
Kohn-Sham gap: 0.3500 Ha
Charge: +1
Electronic energy: -2143.47088 Eh

Positions of all 89 atoms, in Å:
O 1.36517 5.27139 0.97743
O -1.41171 1.76725 6.70075
O -1.17975 -9.80261 -1.23630
O -3.18866 8.26039 1.90732
O -2.76663 2.61408 5.04987
O 3.64742 1.53848 4.62149
O 0.68436 4.82344 -1.06222
O -2.78759 -8.62086 -2.37505
O 1.17344 3.07192 0.34182
O -3.10953 6.32848 2.94932
O 5.67497 0.49756 4.33173
O -2.84242 6.35735 0.66760
O -0.64480 2.27426 4.59522
O 4.22805 0.45642 2.67975
O -0.78514 -7.74158 -2.17161
N 0.74198 -3.80933 -3.36502
N 0.77591 -2.42472 -3.32232
C -3.02798 6.92433 1.73302
C -1.46869 -3.43601 -4.80048
C -1.58956 2.17683 5.56426
C -3.12581 9.02120 0.70255
C -0.61536 -4.35714 -3.74689
C -3.85995 2.56843 5.96464
C -2.95733 4.91067 2.91958
C 1.08350 4.26728 0.10938
C 0.65463 1.84528 4.99732
C 4.43654 0.89618 3.94640
C 2.22915 -2.18276 -2.86404
C -0.69009 -3.21586 -6.22935
C 0.35256 3.87835 -2.07758
C -0.60928 -1.62598 -6.63395
C 0.82913 -0.28834 -2.03062
C 0.55660 -7.81420 -1.69340
C 6.03359 0.89284 5.65437
C -1.54686 -8.82154 -1.86380
C -3.70400 -9.68503 -2.12614
C -0.02977 -1.69727 -2.23478
C 1.80123 4.83138 2.26214
C 2.25362 -0.52765 -2.82324
C 2.95507 0.80536 2.13939
H 1.12661 -0.01316 -0.90941
H -3.66830 3.21403 6.82780
H 1.32928 1.96663 4.14536
H 0.42633 0.69084 -2.52922
H 1.02678 2.46197 5.82180
H 0.57414 -7.87372 -0.60041
H -3.26678 10.07449 0.96012
H -0.48524 3.24905 -1.76031
H 0.53588 -1.35055 -6.82815
H -3.92579 8.72461 0.01651
H 2.58944 -2.76172 -1.91239
H 1.02135 4.24020 2.75292
H 0.86637 -4.10401 -2.34953
H -3.85687 -9.81927 -1.05042
H 2.27085 -0.16554 -3.95853
H 0.64216 0.78726 5.27842
H -3.35198 -10.61342 -2.58739
H 1.07345 -6.89947 -1.99634
H 6.04506 1.98410 5.74139
H 5.35076 0.45176 6.38769
H -1.08227 -1.26639 -2.54823
H -1.30680 -3.76988 -7.08400
H 0.77765 -1.87643 -4.22429
H -3.75057 4.44974 2.32220
H -2.14580 8.91115 0.22721
H -2.50012 -3.97832 -5.05885
H 3.24975 -0.15825 -2.32492
H 0.04746 4.43308 -2.96910
H -4.74890 2.94035 5.44784
H 0.37413 -3.73566 -6.11205
H 7.04189 0.52109 5.85653
H -3.03981 4.54032 3.94514
H 2.82987 -2.50309 -3.83304
H -1.17775 -1.43080 -7.63851
H -1.30306 -4.62875 -2.81414
H 1.07898 -8.66779 -2.13734
H 2.14913 0.36089 2.73218
H 1.99801 5.71631 2.87363
H 2.84344 1.89314 2.08587
H 2.89710 0.40350 1.12412
H -1.97051 4.63630 2.53296
H -4.66291 -9.41813 -2.57890
H 2.72962 4.25715 2.17901
H -4.05290 1.53938 6.28449
H -0.42074 -5.39752 -4.29593
H -1.09879 -0.91968 -5.81384
H 1.22296 3.26595 -2.33419
H -1.77375 -2.41829 -4.28975
H -0.06484 -2.17171 -1.16258

Question: The lowest electronic energy belongs to which entry?
Answer: C23H49Br20N2O4PS